Computed, not measured: a cluster of 2 separate species, C2H8S3 in total at a distorted geometry, with wB97M-V/def2-TZVPD.

Positions of all 13 atoms, in Å:
C1 2.070 -0.664 0.639
S1 1.225 0.132 2.039
H1 3.024 -1.048 1.000
H2 1.487 -1.528 0.335
H3 2.266 0.001 -0.195
H4 0.142 0.384 1.286
C2 -1.024 1.309 -1.349
S2 -2.561 0.595 -0.633
S3 -2.028 -1.644 0.038
H5 -0.507 2.003 -0.688
H6 -1.111 1.665 -2.369
H7 -0.397 0.408 -1.357
H8 -2.586 -1.613 1.255

As for the net charge: -1. The LUMO energy (spin up / spin down) is 0.1200 / 0.1198 Eh. The calculation puts the HOMO energy (spin up / spin down) at -1.132 / -3.153 eV. The expectation value of S² is 0.75. As for the spin multiplicity: 2. As for the electronic energy: -1275.54332 a.u.

These are the Löwdin partial charges, in e, on atoms 1 to 5: number 1, C, carries -0.51; number 2, S, carries 0.58; number 3, H, carries 0.01; number 4, H, carries 0.01; number 5, H, carries 0.02

Computed, not measured: a cluster of 2 separate species, C2H8S3 in total, with wB97M-V/def2-TZVPD.

Positions of all 13 atoms, in Å:
C1 -1.382 -1.324 -0.366
S1 -1.137 0.371 -0.899
C2 -0.857 1.148 0.702
H1 -0.965 -2.001 -1.109
H2 -0.833 -1.531 0.553
H3 -2.431 -1.573 -0.202
H4 -0.700 2.210 0.542
H5 0.017 0.690 1.161
H6 -1.724 0.994 1.345
S2 2.653 -0.706 0.092
S3 2.905 0.795 -1.288
H7 2.827 0.092 1.155
H8 1.626 0.837 -1.686

As for the net charge: 0. The structure (SMILES) is CSC.SS. The LUMO energy is 0.0144 Eh. The calculation puts the HOMO energy at -8.627 eV. As for the spin multiplicity: 1. As for the electronic energy: -1275.54150 a.u.

These are the Löwdin partial charges, in e, on atoms 1 to 5: number 1, C, carries -0.44; number 2, S, carries 0.71; number 3, C, carries -0.43; number 4, H, carries 0.03; number 5, H, carries 0.03

Computed, not measured: an isolated molecule of C2H8Si2 at a distorted geometry, with wB97M-V/def2-TZVPD.

Positions of all 12 atoms, in Å:
C1 -1.666 0.841 0.708
C2 -1.640 -0.367 0.168
Si1 0.353 -1.118 0.013
Si2 1.809 0.524 -0.617
H1 -2.670 1.216 0.911
H2 -0.862 1.223 1.250
H3 -2.462 -0.666 -0.349
H4 0.196 -2.281 -0.915
H5 0.640 -1.676 1.335
H6 3.016 -0.339 -0.558
H7 1.464 0.756 -1.959
H8 1.822 1.888 0.013

As for the net charge: 0. The structure (SMILES) is C=C[SiH2][SiH3]. The LUMO energy is 0.0335 Eh. The calculation puts the HOMO energy at -9.641 eV. As for the spin multiplicity: 1. As for the electronic energy: -659.87313 a.u.

These are the Löwdin partial charges, in e, on atoms 1 to 5: number 1, C, carries -0.14; number 2, C, carries -0.27; number 3, Si, carries 0.48; number 4, Si, carries 0.44; number 5, H, carries 0.05

Computed, not measured: a structure of composition C2H9AlNO4S at a distorted geometry, with wB97M-V/def2-TZVPD.

Positions of all 18 atoms, in Å:
O1 -0.614 -2.482 3.973
N1 -0.152 -1.328 3.944
O2 -0.845 -0.648 3.008
Al1 0.293 0.404 1.939
O3 1.958 0.751 2.752
S1 -0.745 2.413 1.613
H1 0.583 -0.415 0.615
H2 1.857 1.443 3.496
H3 -1.150 2.837 2.918
C1 -0.484 -0.235 -3.522
C2 0.217 -0.774 -2.293
O4 0.596 0.298 -1.441
H4 0.170 0.453 -4.068
H5 -0.778 -1.049 -4.192
H6 -1.378 0.331 -3.242
H7 1.122 -1.320 -2.576
H8 -0.435 -1.452 -1.735
H9 -0.215 0.772 -1.188

As for the net charge: -1. The LUMO energy is 0.1177 Eh. The calculation puts the HOMO energy at -5.307 eV. As for the spin multiplicity: 1. As for the electronic energy: -1078.01760 a.u.

These are the Löwdin partial charges, in e, on atoms 1 to 5: number 1, O, carries -0.10; number 2, N, carries -0.13; number 3, O, carries -0.26; number 4, Al, carries -0.07; number 5, O, carries -0.35

Computed, not measured: a cluster of 2 separate species, C2H9ClN2Si in total at a distorted geometry, with wB97M-V/def2-TZVPD.

Positions of all 15 atoms, in Å:
C1 0.695 1.772 0.522
C2 -2.132 -0.096 0.364
N1 1.500 -0.867 -1.223
N2 0.156 -0.901 -1.006
Si1 -0.335 0.224 0.158
Cl1 1.747 -1.959 1.809
H1 0.740 2.574 -0.288
H2 0.341 2.398 1.318
H3 1.790 1.624 0.692
H4 -2.532 -0.840 1.053
H5 -2.669 0.832 0.621
H6 -2.548 -0.453 -0.637
H7 1.928 -1.205 -0.399
H8 1.727 -1.393 -1.988
H9 -0.408 -1.709 -0.996

As for the net charge: 0. The LUMO energy (spin up / spin down) is 0.0292 / -0.1454 Eh. The calculation puts the HOMO energy (spin up / spin down) at -5.118 / -8.983 eV. The expectation value of S² is 2.01. As for the spin multiplicity: 3. As for the electronic energy: -940.62634 a.u.

These are the Löwdin partial charges, in e, on atoms 1 to 5: number 1, C, carries -0.26; number 2, C, carries -0.27; number 3, N, carries -0.03; number 4, N, carries -0.24; number 5, Si, carries 0.56

Computed, not measured: a structure of composition C2H9F2InNO8S2 at a distorted geometry, with wB97M-V/def2-TZVPD.

Positions of all 25 atoms, in Å:
In1 -1.585 -36.353 -14.049
O1 0.601 -36.306 -15.973
H1 1.576 -36.368 -15.949
O2 -3.879 -34.552 -13.976
H2 -3.398 -33.776 -14.322
O3 -0.623 -39.033 -13.736
H3 -0.132 -39.161 -12.901
N1 -1.186 -40.741 -16.358
S1 -1.845 -41.843 -17.150
O4 -1.457 -41.950 -18.539
O5 -3.165 -42.256 -16.749
F1 -0.956 -43.003 -16.493
S2 -1.927 -39.453 -17.176
O6 -1.851 -38.229 -16.368
O7 -3.152 -39.630 -17.930
F2 -0.870 -39.128 -18.319
C1 -5.303 -39.917 -14.949
C2 -4.328 -39.342 -13.943
O8 -4.074 -37.997 -14.251
H4 -5.726 -40.857 -14.594
H5 -4.916 -40.028 -15.962
H6 -6.121 -39.235 -15.180
H7 -3.420 -39.945 -13.920
H8 -4.750 -39.440 -12.943
H9 -4.927 -37.593 -14.074

As for the net charge: -2. The LUMO energy (spin up / spin down) is 0.1804 / 0.1316 Eh. The calculation puts the HOMO energy (spin up / spin down) at -2.285 / -1.049 eV. The expectation value of S² is 0.80. As for the spin multiplicity: 2. As for the electronic energy: -1924.35509 a.u.

These are the Löwdin partial charges, in e, on atoms 1 to 5: number 1, In, carries 1.01; number 2, O, carries -0.53; number 3, H, carries -0.13; number 4, O, carries -0.60; number 5, H, carries -0.16

Computed, not measured: the ion C2H9N2 with charge +1 at a distorted geometry, with wB97M-V/def2-TZVPD.

Positions of all 13 atoms, in Å:
N1 0.132 -1.521 -0.742
C1 0.803 -0.580 0.227
C2 0.364 0.872 0.068
N2 -1.161 0.934 0.257
H1 0.263 -1.461 -1.748
H2 0.481 -2.483 -0.605
H3 1.911 -0.681 0.210
H4 0.429 -1.133 1.196
H5 0.562 1.393 -0.838
H6 0.674 1.610 0.909
H7 -1.206 1.473 1.114
H8 -1.614 1.560 -0.402
H9 -1.637 0.016 0.355

As for the net charge: +1. The structure (SMILES) is NCC[NH3+]. The LUMO energy is -0.1376 Eh. The calculation puts the HOMO energy at -13.962 eV. As for the spin multiplicity: 1. As for the electronic energy: -190.82916 a.u.

These are the Löwdin partial charges, in e, on atoms 1 to 5: number 1, N, carries -0.03; number 2, C, carries -0.24; number 3, C, carries -0.12; number 4, N, carries 0.18; number 5, H, carries 0.07

Computed, not measured: a cluster of 2 separate species, C2H9N2O in total, with wB97M-V/def2-TZVPD.

Positions of all 14 atoms, in Å:
C1 -0.974 1.457 0.495
N1 -0.151 0.642 -0.418
C2 -0.576 -0.853 -0.257
O1 -1.856 -1.090 -0.352
H1 -2.028 1.512 0.206
H2 -0.611 2.492 0.550
H3 -0.925 0.993 1.484
H4 -0.544 0.840 -1.338
H5 -0.103 -1.137 0.731
H6 0.109 -1.308 -1.029
N2 2.966 -0.264 0.244
H7 3.492 -0.082 1.087
H8 1.991 -0.037 0.441
H9 3.011 -1.260 0.102

As for the net charge: -1. The LUMO energy is 0.1602 Eh. The calculation puts the HOMO energy at -2.597 eV. As for the spin multiplicity: 1. As for the electronic energy: -266.33071 a.u.

These are the Löwdin partial charges, in e, on atoms 1 to 5: number 1, C, carries -0.21; number 2, N, carries -0.15; number 3, C, carries -0.62; number 4, O, carries -0.31; number 5, H, carries 0.05

Computed, not measured: the ion C2H9N2O with charge +1 at a distorted geometry, with wB97M-V/def2-TZVPD.

Positions of all 14 atoms, in Å:
C1 -1.144 -0.039 -1.631
N1 -0.432 0.389 -0.409
C2 0.721 -0.469 -0.100
O1 1.513 0.208 1.042
N2 0.686 0.162 2.201
H1 -1.398 -1.095 -1.564
H2 -2.056 0.537 -1.764
H3 -0.503 0.108 -2.499
H4 -1.051 0.378 0.418
H5 -0.086 1.352 -0.513
H6 1.437 -0.510 -0.921
H7 0.421 -1.452 0.249
H8 1.029 -0.600 2.790
H9 0.863 1.032 2.701

As for the net charge: +1. The structure (SMILES) is C[NH2+]CON. The LUMO energy is -0.1236 Eh. The calculation puts the HOMO energy at -14.417 eV. As for the spin multiplicity: 1. As for the electronic energy: -266.02659 a.u.

These are the Löwdin partial charges, in e, on atoms 1 to 5: number 1, C, carries 0.01; number 2, N, carries 0.01; number 3, C, carries -0.08; number 4, O, carries -0.17; number 5, N, carries 0.02

Computed, not measured: a cluster of 2 separate species, C2H9N2O in total at a distorted geometry, with wB97M-V/def2-TZVPD.

Positions of all 14 atoms, in Å:
C1 0.920 0.417 -1.346
N1 -1.247 -1.705 0.648
C2 -0.332 -1.219 -0.173
N2 -0.200 0.030 -0.477
H1 0.707 0.131 -2.371
H2 1.838 -0.085 -1.030
H3 1.130 1.476 -1.325
H4 -1.846 -1.177 1.263
H5 -1.408 -2.700 0.627
H6 0.292 -1.981 -0.626
H7 -0.718 0.727 0.025
H8 0.928 1.606 1.683
H9 -0.063 2.714 1.637
O1 -0.001 1.764 1.466

As for the net charge: +1. The LUMO energy is -0.1242 Eh. The calculation puts the HOMO energy at -15.090 eV. As for the spin multiplicity: 1. As for the electronic energy: -266.12365 a.u.

These are the Löwdin partial charges, in e, on atoms 1 to 5: number 1, C, carries -0.02; number 2, N, carries 0.19; number 3, C, carries -0.15; number 4, N, carries 0.02; number 5, H, carries 0.10

Computed, not measured: the ion C2H9N2O with charge +1 at a distorted geometry, with wB97M-V/def2-TZVPD.

Positions of all 14 atoms, in Å:
N1 -1.344 -0.310 1.009
C1 0.000 0.380 1.330
N2 0.834 0.758 0.201
C2 0.878 0.199 -1.153
O1 -0.156 -0.729 -1.385
H1 -2.073 0.340 0.765
H2 -1.530 -0.966 1.759
H3 -1.104 -0.725 0.063
H4 0.512 -0.426 1.853
H5 -0.185 1.183 2.032
H6 1.800 0.742 0.518
H7 0.872 0.978 -1.923
H8 1.837 -0.314 -1.271
H9 0.088 -1.337 -2.101

As for the net charge: +1. The structure (SMILES) is [NH3+]CNCO. The LUMO energy is -0.1285 Eh. The calculation puts the HOMO energy at -13.600 eV. As for the spin multiplicity: 1. As for the electronic energy: -266.06416 a.u.

These are the Löwdin partial charges, in e, on atoms 1 to 5: number 1, N, carries 0.21; number 2, C, carries -0.13; number 3, N, carries -0.02; number 4, C, carries -0.24; number 5, O, carries -0.06

Computed, not measured: a cluster of 2 separate species, C2H9N2O2 in total at a distorted geometry, with wB97M-V/def2-TZVPD.

Positions of all 15 atoms, in Å:
N1 1.587 0.134 -2.099
C1 1.348 -0.009 -0.614
C2 -0.094 -0.471 -0.398
N2 -0.500 -0.804 0.783
O1 -0.927 -0.395 -1.369
H1 1.863 1.048 -2.401
H2 2.405 -0.369 -2.369
H3 0.470 -0.168 -2.589
H4 1.730 0.798 0.077
H5 2.067 -0.788 -0.252
H6 0.209 -0.746 1.530
H7 -1.461 -0.665 1.056
H8 -1.577 0.895 4.078
H9 -2.245 1.505 2.796
O2 -1.397 1.152 3.038

As for the net charge: +1. The LUMO energy is -0.1307 Eh. The calculation puts the HOMO energy at -14.730 eV. As for the spin multiplicity: 1. As for the electronic energy: -341.32230 a.u.

These are the Löwdin partial charges, in e, on atoms 1 to 5: number 1, N, carries 0.15; number 2, C, carries -0.07; number 3, C, carries -0.49; number 4, N, carries 0.21; number 5, O, carries 0.01